This record from the OMol25 dataset describes a cluster of 6 separate species, C26H48BIO15 in total. The level of theory is ωB97M-V with the def2-TZVPD basis set.

The geometry in XYZ format:
```
91
Properties=species:S:1:pos:R:3:forces:R:3:mulliken_charge:R:1
C -1.714 3.336 2.083 -1.030 0.248 0.354 -0.82
B -1.791 2.131 0.965 -1.114 1.202 -0.584 0.22
O -2.954 2.171 0.018 0.975 -1.490 3.430 -0.57
C -0.723 0.888 0.825 0.245 -0.829 -1.082 0.82
C -0.561 0.468 -0.750 -0.289 -0.467 -1.463 0.17
C -1.630 -0.652 -1.289 -6.699 2.780 -2.314 -0.24
O -2.866 -0.315 -1.746 8.327 -2.226 3.108 -0.54
I -1.152 -2.826 -1.376 -0.013 1.646 0.221 0.04
C -1.226 -0.206 1.935 -0.824 -0.258 0.959 -0.27
O 0.009 -0.491 2.738 1.446 -0.331 -3.818 -0.40
C 1.059 -0.275 1.699 2.193 -1.580 -0.969 0.44
O 2.032 -1.079 1.262 -6.658 5.824 3.399 -0.43
O 0.694 1.100 1.227 0.110 -3.588 0.658 -0.27
H -1.450 2.968 3.176 -0.156 0.894 -2.324 0.27
H -2.807 3.813 2.141 2.396 -0.872 -0.109 0.21
H -0.995 4.187 1.697 -1.244 -1.724 0.954 0.24
H -3.746 1.808 0.552 1.592 1.028 -1.407 0.31
H -0.722 1.457 -1.396 0.089 -2.436 1.372 0.29
H 0.535 0.101 -1.028 -2.477 0.639 1.017 0.15
H -2.043 0.278 2.655 1.962 -0.976 -1.311 0.25
H -1.667 -1.238 1.601 0.941 2.056 0.122 0.21
C 4.336 -2.301 -2.682 0.142 -0.143 -0.181 -1.22
C 3.137 -2.624 -1.814 0.241 0.050 -0.041 0.35
O 2.341 -3.666 -2.407 -0.512 -0.271 0.038 -0.34
C 2.565 -4.989 -2.238 -1.033 -1.226 -0.732 0.75
C 3.874 -5.435 -1.660 0.054 -0.152 0.732 -0.67
O 1.735 -5.813 -2.624 1.205 1.868 0.619 -0.63
H 5.004 -3.161 -2.782 -0.017 0.119 0.136 0.32
H 4.905 -1.468 -2.260 -0.064 -0.090 -0.008 0.35
H 4.015 -2.031 -3.694 -0.042 0.040 0.179 0.35
H 3.416 -2.876 -0.787 0.010 -0.075 -0.147 0.12
H 2.492 -1.741 -1.750 -0.128 -0.337 -0.059 -0.01
H 4.585 -5.610 -2.472 -0.053 0.048 0.098 0.25
H 3.712 -6.371 -1.115 0.005 0.096 -0.362 0.28
H 4.296 -4.736 -0.941 0.191 0.084 -0.182 0.10
C 3.928 5.889 -1.130 0.143 -0.128 -0.168 -0.99
C 2.729 5.566 -0.261 0.247 0.105 -0.066 -0.39
O 1.932 4.524 -0.854 -0.590 -0.318 0.120 -0.33
C 2.156 3.201 -0.685 -0.980 -1.128 -0.736 0.69
C 3.466 2.755 -0.108 0.063 -0.271 0.693 -0.84
O 1.327 2.377 -1.071 1.565 2.276 0.364 -0.55
H 4.596 5.029 -1.230 -0.026 0.108 0.108 0.27
H 4.497 6.722 -0.707 -0.078 -0.079 -0.032 0.37
H 3.607 6.159 -2.141 -0.022 0.035 0.201 0.30
H 3.008 5.314 0.766 0.002 -0.105 -0.145 0.34
H 2.084 6.449 -0.198 -0.101 -0.349 -0.095 0.32
H 4.176 2.580 -0.919 -0.059 0.042 0.081 0.28
H 3.304 1.819 0.438 -0.036 0.072 -0.358 0.10
H 3.888 3.454 0.612 0.111 0.123 -0.198 0.34
C -7.152 -4.086 -0.081 -0.127 -0.026 0.225 -0.98
C -5.712 -4.261 -0.519 -0.220 0.012 -0.013 -0.37
O -4.807 -3.954 0.556 0.549 0.070 0.110 -0.34
C -4.415 -4.838 1.501 1.274 0.561 1.249 0.81
C -5.169 -6.125 1.648 0.237 -0.695 -0.234 -1.03
O -3.501 -4.554 2.276 -1.718 -0.172 -1.682 -0.58
H -7.413 -4.773 0.729 0.007 -0.014 -0.146 0.27
H -7.835 -4.261 -0.917 0.084 0.024 0.069 0.36
H -7.316 -3.072 0.300 0.071 -0.109 -0.156 0.30
H -5.515 -5.256 -0.930 -0.009 0.054 0.168 0.33
H -5.492 -3.548 -1.321 0.216 -0.054 0.320 0.34
H -5.973 -5.990 2.376 0.065 -0.012 -0.098 0.26
H -4.478 -6.893 2.012 -0.159 0.310 0.140 0.30
H -5.575 -6.504 0.712 -0.206 0.131 0.048 0.33
C -6.030 4.812 -3.528 -0.025 -0.195 0.170 -0.81
C -5.407 6.193 -3.522 -0.064 -0.232 -0.011 -0.37
O -5.497 6.791 -2.216 0.038 0.528 0.176 -0.36
C -4.596 6.602 -1.225 -0.109 0.898 1.667 0.59
C -3.604 5.486 -1.351 0.661 0.106 -0.184 -0.59
O -4.643 7.290 -0.205 -0.226 -1.114 -2.139 -0.60
H -5.503 4.130 -2.855 0.033 0.051 -0.150 0.16
H -6.014 4.385 -4.534 0.003 0.054 0.094 0.34
H -7.068 4.858 -3.181 0.133 0.084 -0.129 0.29
H -4.375 6.192 -3.886 -0.061 -0.054 0.158 0.35
H -5.971 6.844 -4.199 0.087 0.072 0.356 0.30
H -4.017 4.584 -0.892 0.099 0.041 -0.088 0.11
H -2.690 5.773 -0.821 -0.341 -0.103 0.102 0.29
H -3.306 5.278 -2.376 -0.180 -0.188 -0.005 0.30
C 6.267 -1.874 4.666 0.100 -0.211 0.098 -1.03
C 5.706 -1.437 3.328 -0.023 -0.069 0.248 -0.12
O 6.216 -2.262 2.264 0.014 -0.013 -0.608 -0.37
C 5.669 -3.438 1.880 0.656 -0.865 -1.330 0.81
C 4.665 -4.098 2.777 -0.734 0.009 -0.106 -0.99
O 6.050 -3.991 0.849 -0.508 1.385 1.791 -0.61
H 5.965 -2.895 4.915 -0.070 0.143 0.005 0.27
H 5.926 -1.208 5.464 0.026 -0.053 -0.091 0.36
H 7.362 -1.865 4.644 -0.165 0.101 -0.032 0.30
H 4.612 -1.410 3.318 0.101 -0.141 -0.037 0.13
H 6.041 -0.416 3.115 0.038 -0.295 -0.226 0.33
H 5.183 -4.776 3.459 -0.048 0.081 -0.057 0.32
H 3.970 -4.673 2.155 0.337 -0.025 0.108 0.26
H 4.055 -3.396 3.342 0.153 -0.011 0.153 0.35
```
Forces are in eV/Å.

## Properties
E: -2470.4936 Eh
HOMO energy: -9.31 eV
LUMO level: -0.03 eV
frontier orbital gap: 9.282 eV
strongest force on any atom: 0.1843 hartree/bohr
SMILES: CB(O)[C@]1(CC(=O)I)COC(=O)O1.CCOC(C)=O.CCOC(C)=O.CCOC(C)=O.CCOC(C)=O.CCOC(C)=O

This record from the OMol25 dataset describes a cluster of 9 separate species, C26H48Cl12O8 in total. The level of theory is ωB97M-V with the def2-TZVPD basis set.

The geometry in XYZ format:
```
94
Properties=species:S:1:pos:R:3:forces:R:3:mulliken_charge:R:1
O -4.406 8.216 0.530 0.328 0.518 -0.295 -0.60
C -5.299 8.809 1.091 -1.473 -2.091 2.151 0.89
C -6.049 8.261 2.240 -0.459 -0.243 -0.019 -0.65
C -7.058 8.906 2.854 -0.454 -0.311 -0.240 0.29
O -7.818 8.274 3.752 0.302 -0.200 0.360 -0.49
C -7.515 10.287 2.476 2.208 2.085 -1.035 0.69
O -8.203 11.067 3.122 0.053 -1.841 -0.035 -0.56
C -6.788 10.800 1.262 -1.015 -0.962 1.161 -0.90
C -5.848 10.064 0.642 -0.698 2.529 -0.700 0.40
O -5.289 10.513 -0.467 0.398 0.769 -0.557 -0.53
H -5.973 7.212 2.487 0.573 -0.052 0.121 0.39
H -8.173 8.957 4.326 -0.616 0.219 0.280 0.34
H -7.104 11.803 1.016 0.303 -0.027 -0.543 0.40
H -4.461 10.030 -0.529 0.552 -0.395 -0.646 0.34
C -1.875 -8.558 -7.246 -1.572 0.411 -0.324 -0.73
O -2.292 -7.424 -6.510 3.187 0.780 0.777 -0.28
C -3.567 -6.945 -6.651 -1.070 -0.550 0.380 -0.57
C -3.773 -5.513 -6.173 1.403 -0.580 1.142 -0.45
O -3.480 -5.384 -4.754 -0.601 -0.375 -1.007 -0.31
C -3.711 -4.060 -4.319 0.310 -0.431 0.138 -0.69
H -0.839 -8.864 -7.101 -0.161 0.411 0.706 0.24
H -1.964 -8.344 -8.311 -0.171 -0.100 -0.311 0.29
H -2.583 -9.340 -6.972 0.286 -0.646 -0.256 0.30
H -4.191 -7.575 -6.017 -0.704 -0.210 -0.157 0.31
H -3.857 -7.034 -7.697 -0.482 0.189 -0.212 0.39
H -4.815 -5.240 -6.343 0.028 0.248 -0.319 0.35
H -3.023 -4.905 -6.679 -0.360 0.492 -0.391 0.32
H -3.379 -4.018 -3.281 0.055 0.134 -0.089 0.24
H -4.763 -3.776 -4.350 -0.235 -0.044 -0.126 0.28
H -3.139 -3.366 -4.936 0.094 0.277 0.052 0.29
C -0.711 2.578 -2.740 -0.225 -0.103 -0.376 -0.72
O 0.172 1.831 -1.933 0.246 -0.367 0.997 -0.33
C 0.270 2.290 -0.568 -0.380 -0.702 -0.263 -0.45
C 1.016 1.398 0.437 1.358 -1.588 0.028 -0.54
O 0.595 0.030 0.619 -0.837 -0.673 -0.968 -0.32
C 1.510 -0.801 1.336 0.406 1.645 1.059 -0.74
H -1.661 2.067 -2.894 -0.253 -0.128 0.468 0.26
H -0.322 2.663 -3.754 0.488 0.051 0.101 0.25
H -0.912 3.586 -2.375 0.107 0.067 0.207 0.33
H -0.703 2.438 -0.100 -0.430 0.213 -0.439 0.31
H 0.799 3.240 -0.642 0.068 0.191 0.603 0.37
H 0.967 1.842 1.431 -0.104 0.647 -0.020 0.34
H 2.074 1.293 0.196 0.274 0.528 -0.309 0.34
H 1.288 -1.860 1.466 -0.742 0.198 -0.883 0.28
H 1.549 -0.421 2.357 -0.032 0.060 0.458 0.31
H 2.548 -0.698 1.020 0.060 -0.045 -0.672 0.31
Cl 4.003 8.103 -0.418 1.270 -0.929 0.828 -0.19
C 2.805 9.110 -1.154 -0.235 0.435 -0.596 -0.35
C 3.140 9.166 -2.642 -1.212 -0.406 -0.571 -0.48
Cl 1.703 9.899 -3.543 0.968 -0.041 0.440 -0.22
H 2.857 10.070 -0.640 -0.225 0.041 -0.353 0.30
H 1.857 8.612 -0.947 -0.082 0.368 -0.370 0.28
H 3.200 8.164 -3.066 -0.131 -0.055 0.313 0.30
H 4.089 9.625 -2.921 -0.357 0.583 0.310 0.36
Cl 5.197 -3.031 -4.626 -1.192 0.132 -0.141 -0.19
C 3.383 -3.258 -4.709 -0.005 -0.620 0.701 -0.49
C 2.631 -2.490 -5.783 0.370 -0.160 0.383 -0.30
Cl 3.273 -2.863 -7.388 0.068 0.077 -0.355 -0.18
H 2.959 -3.058 -3.725 0.258 0.700 0.038 0.32
H 3.214 -4.334 -4.754 0.252 0.007 -0.710 0.32
H 2.660 -1.413 -5.617 0.174 -0.106 -0.099 0.29
H 1.589 -2.809 -5.792 0.065 -0.027 0.195 0.24
Cl 6.704 -5.262 6.047 0.285 0.030 -0.215 -0.18
C 8.276 -6.071 5.741 -0.697 -1.424 0.014 -0.42
C 8.092 -7.401 4.943 0.160 1.471 -0.294 -0.44
Cl 7.715 -7.069 3.157 0.412 -0.413 1.421 -0.20
H 8.620 -6.406 6.719 0.129 0.247 0.053 0.26
H 8.988 -5.359 5.323 -0.236 -0.220 -0.198 0.34
H 7.294 -8.022 5.350 -0.088 0.335 -0.142 0.33
H 9.025 -7.950 5.071 0.033 -0.021 -0.642 0.30
Cl -0.390 -7.346 5.973 1.212 -0.933 0.074 -0.18
C -1.854 -6.472 5.672 -0.621 0.370 1.039 -0.46
C -3.054 -7.057 6.462 0.036 0.687 -0.862 -0.40
Cl -2.715 -7.085 8.239 -0.288 -0.031 -0.902 -0.17
H -1.934 -6.385 4.589 -0.677 -0.158 0.182 0.33
H -1.663 -5.487 6.099 -0.212 0.124 -0.245 0.27
H -3.430 -8.020 6.116 0.602 -0.203 0.266 0.33
H -3.880 -6.374 6.260 -0.056 0.152 0.444 0.27
Cl -4.877 1.957 6.678 0.314 0.166 0.012 -0.18
C -4.960 0.283 6.117 -0.577 -0.985 -0.854 -0.43
C -4.721 0.215 4.590 -0.829 0.556 1.157 -0.43
Cl -4.874 -1.467 3.973 0.495 0.426 0.313 -0.19
H -5.978 -0.039 6.337 0.211 -0.220 0.095 0.30
H -4.235 -0.363 6.612 -0.067 0.318 0.256 0.32
H -3.758 0.709 4.460 0.012 -0.502 -0.829 0.32
H -5.547 0.741 4.113 0.446 0.233 -0.150 0.29
Cl 10.827 -1.031 1.529 -0.035 0.257 -1.022 -0.21
C 10.342 -0.053 0.047 0.006 -0.130 0.546 -0.47
C 8.954 0.486 0.369 0.816 0.311 -0.260 -0.40
Cl 8.534 1.642 -0.936 -0.221 -0.084 0.045 -0.21
H 10.378 -0.623 -0.881 -0.162 -0.487 0.402 0.34
H 11.083 0.735 -0.086 -0.182 0.074 0.387 0.32
H 9.031 1.054 1.296 -0.336 -0.127 -0.086 0.31
H 8.201 -0.300 0.424 0.112 0.184 -0.011 0.33
```
Forces are in eV/Å.

## Properties
E: -7143.5072 Eh
HOMO energy: -9.64 eV
LUMO level: -1.79 eV
frontier orbital gap: 7.849 eV
strongest force on any atom: 0.0656 hartree/bohr
SMILES: O=C1C=C(O)C(=O)C=C1O.COCCOC.COCCOC.ClCCCl.ClCCCl.ClCCCl.ClCCCl.ClCCCl.ClCCCl

This record from the OMol25 dataset describes a structure of composition C26H48ClO3PSZr. The level of theory is ωB97M-V with the def2-TZVPD basis set.

The geometry in XYZ format:
```
81
Properties=species:S:1:pos:R:3:forces:R:3:mulliken_charge:R:1
Zr -0.703 -0.127 -0.071 1.439 0.591 -0.560 -0.38
Cl -0.108 -1.090 2.088 0.174 0.216 0.202 -0.49
P 2.217 -0.440 -0.314 1.171 -0.334 -0.205 0.33
C -2.638 -0.692 0.311 -1.268 -0.212 0.454 -0.66
H -3.253 -1.004 -0.538 -0.045 -0.065 0.380 0.14
H -2.870 -1.191 1.257 -0.204 0.025 -0.453 0.47
C 3.064 0.485 -1.711 -0.239 0.049 0.363 0.39
C 2.681 -2.256 -0.529 -0.200 0.196 0.275 -0.16
C 2.756 -0.131 -3.083 -0.227 0.123 -0.192 -0.01
H 2.536 1.455 -1.654 0.145 -0.137 -0.180 0.53
C 3.041 0.901 -4.181 -0.085 -0.062 0.123 -0.79
H 3.385 -1.019 -3.250 -0.196 0.320 0.029 0.38
H 1.714 -0.461 -3.153 0.271 0.073 0.007 -1.04
C 4.498 1.374 -4.140 0.070 -0.140 -0.032 -0.79
H 2.806 0.465 -5.160 0.076 0.114 0.115 0.41
H 2.357 1.749 -4.043 0.094 -0.102 0.000 0.34
C 4.982 1.757 -2.732 -0.147 0.177 -0.017 -0.93
H 5.143 0.578 -4.537 -0.083 0.037 0.076 0.33
H 4.619 2.233 -4.810 0.069 -0.115 0.061 0.42
C 4.571 0.769 -1.630 0.171 -0.136 -0.021 -0.34
H 6.073 1.868 -2.732 -0.135 0.012 -0.017 0.40
H 4.572 2.744 -2.478 0.000 -0.078 0.011 0.38
H 5.130 -0.172 -1.751 -0.152 0.248 0.037 0.15
H 4.854 1.186 -0.655 -0.030 -0.104 -0.332 0.11
C 3.074 0.092 1.285 -0.374 -0.384 -0.138 0.51
C 4.073 -2.577 -1.100 0.115 0.020 -0.010 -0.53
H 2.641 -2.634 0.510 -0.022 0.027 -0.217 0.94
C 4.344 -4.087 -1.053 -0.117 -0.024 0.111 -1.02
H 4.129 -2.244 -2.145 -0.006 -0.127 0.285 0.10
H 4.868 -2.046 -0.556 -0.266 -0.177 -0.162 0.14
C 3.256 -4.913 -1.752 -0.026 0.079 -0.087 -0.74
H 5.320 -4.296 -1.505 -0.113 0.000 0.098 0.38
H 4.403 -4.394 -0.001 0.028 -0.011 -0.045 0.39
C 1.843 -4.525 -1.302 0.126 0.070 0.090 -1.00
H 3.337 -4.773 -2.839 -0.002 0.026 0.117 0.32
H 3.419 -5.980 -1.558 0.023 0.143 -0.087 0.42
C 1.606 -3.010 -1.337 -0.053 -0.119 -0.035 -0.22
H 1.097 -5.027 -1.929 0.102 0.060 0.096 0.42
H 1.681 -4.877 -0.275 0.026 0.020 -0.055 0.38
H 1.611 -2.661 -2.382 -0.022 -0.035 0.250 0.23
H 0.599 -2.811 -0.948 0.307 0.001 -0.063 0.03
C 3.073 1.622 1.436 0.064 -0.017 -0.065 0.25
H 2.373 -0.321 2.034 0.271 0.177 -0.134 0.59
C 3.585 2.054 2.817 -0.072 -0.108 0.096 -0.89
H 3.702 2.074 0.655 -0.132 -0.042 0.193 0.24
H 2.059 2.019 1.287 0.157 -0.075 0.008 -0.86
C 4.938 1.430 3.182 0.052 0.007 -0.152 -0.70
H 3.661 3.147 2.851 -0.024 -0.116 0.021 0.42
H 2.846 1.769 3.578 0.042 -0.016 -0.122 0.36
C 4.974 -0.086 2.954 -0.177 -0.010 0.097 -1.07
H 5.732 1.908 2.593 -0.094 -0.071 -0.014 0.32
H 5.164 1.642 4.234 0.008 0.011 -0.153 0.36
C 4.461 -0.506 1.571 0.163 0.129 -0.167 -0.42
H 5.995 -0.460 3.092 -0.117 0.045 0.005 0.40
H 4.357 -0.578 3.717 0.017 0.060 -0.058 0.39
H 5.176 -0.174 0.803 -0.141 -0.128 0.237 0.09
H 4.429 -1.604 1.526 -0.034 0.269 -0.004 0.27
C -1.777 1.780 -0.035 2.898 1.086 -0.987 -0.63
C -2.805 0.940 0.530 -3.337 -1.076 1.275 1.07
H -1.915 2.070 -1.084 -0.191 -0.021 0.369 0.36
C -3.083 1.212 2.034 0.019 -0.146 -0.398 -0.96
H -3.759 1.136 0.002 0.326 -0.135 0.213 0.44
C -3.127 2.711 2.315 -0.223 -0.393 0.008 -0.86
H -4.041 0.737 2.289 0.215 0.109 -0.046 0.42
H -2.326 0.706 2.647 0.031 0.203 0.006 0.32
C -1.799 3.395 2.036 0.229 -0.018 0.286 -0.82
H -3.908 3.167 1.697 -0.051 -0.082 -0.001 0.32
H -3.414 2.861 3.358 -0.030 0.148 -0.040 0.43
C -1.077 2.894 0.764 0.199 0.535 -0.181 0.60
H -1.981 4.472 1.958 0.166 -0.105 0.072 0.27
H -1.143 3.244 2.901 -0.072 0.050 -0.072 0.37
H -0.983 3.774 0.096 0.195 -0.602 0.191 0.49
H -0.027 2.608 1.030 -0.646 0.292 -0.084 -1.20
C -2.742 0.074 -3.176 -0.121 -0.084 -0.505 -1.11
S -0.967 -0.222 -3.093 0.614 -0.197 1.731 1.50
O -0.480 -0.872 -4.276 -0.481 0.460 0.291 -0.60
O -0.338 1.048 -2.660 -0.547 -1.304 -0.332 -0.56
O -0.849 -1.192 -1.862 -0.263 1.108 -1.787 -0.52
H -2.979 0.246 -4.233 0.035 0.014 0.287 0.45
H -3.043 0.950 -2.578 0.399 -0.442 -0.197 0.27
H -3.265 -0.826 -2.828 0.257 0.223 -0.158 0.31
```
Forces are in eV/Å.

## Properties
E: -2492.0782 Eh
HOMO energy: -7.50 eV
LUMO level: 0.38 eV
frontier orbital gap: 7.880 eV
strongest force on any atom: 0.0725 hartree/bohr